Record 1
{"formula": "C19H15BaN3O9S", "method": "the ωB97M-V functional and the def2-TZVPD basis", "lumo_ha": 0.164, "homo_ev": -3.119, "orbital_gap_ev": 7.579, "total_charge": -2, "energy_ha": -1998.409270, "symbols": ["Ba", "O", "C", "O", "C", "C", "C", "C", "C", "N", "C", "O", "O", "H", "H", "H", "O", "C", "O", "C", "C", "C", "C", "C", "O", "C", "C", "O", "O", "H", "H", "H", "H", "H", "H", "H", "H", "S", "C", "N", "C", "C", "C", "N", "H", "H", "H", "H"], "positions_angstrom": [[1.278, -0.983, 0.602], [2.046, -0.862, 5.129], [1.642, -0.758, 3.963], [1.839, -1.516, 2.977], [0.729, 0.462, 3.667], [0.345, 1.360, 4.655], [-0.516, 2.392, 4.316], [-0.978, 2.503, 3.009], [-0.534, 1.574, 2.080], [0.293, 0.585, 2.416], [-1.073, 1.539, 0.638], [-1.995, 2.335, 0.370], [-0.616, 0.629, -0.105], [0.727, 1.215, 5.656], [-0.837, 3.105, 5.068], [-1.670, 3.269, 2.689], [4.123, 1.504, -1.678], [3.289, 0.625, -1.455], [2.825, 0.285, -0.312], [2.671, -0.072, -2.694], [1.184, 0.337, -2.880], [0.827, 0.236, -4.369], [0.839, -1.302, -4.561], [1.060, -1.785, -3.113], [0.432, -0.757, -2.337], [2.538, -1.640, -2.735], [2.851, -2.406, -1.423], [4.017, -2.745, -1.220], [1.832, -2.693, -0.705], [3.265, 0.285, -3.534], [0.896, 1.266, -2.394], [1.539, 0.758, -5.010], [-0.169, 0.647, -4.541], [1.644, -1.635, -5.219], [-0.106, -1.668, -4.965], [0.629, -2.751, -2.871], [3.202, -2.062, -3.489], [-1.899, -2.668, 1.221], [-2.863, -1.329, 1.422], [-2.972, -0.424, 0.378], [-3.750, 0.664, 0.420], [-4.561, 0.865, 1.497], [-4.373, -0.022, 2.569], [-3.584, -1.067, 2.555], [-2.207, -0.459, -0.297], [-3.742, 1.298, -0.453], [-5.210, 1.723, 1.560], [-4.905, 0.143, 3.503]], "mulliken_charge": [2.070, -0.793, 0.128, -0.731, 0.174, -0.441, -0.298, -0.699, 0.471, 0.118, 0.056, -0.805, -0.482, 0.490, 0.386, 0.491, -0.802, -0.294, -0.770, 0.368, -0.049, -1.059, -0.868, -0.051, -0.316, -0.188, 0.053, -0.806, -0.901, 0.578, 0.521, 0.412, 0.309, 0.322, 0.349, 0.703, 0.372, -0.411, 0.136, -0.045, -0.013, -0.625, -0.009, -0.575, 0.261, 0.491, 0.384, 0.391]}

Record 2
{"formula": "C23H14BrIN5O10P2S3Y", "method": "the ωB97M-V functional and the def2-TZVPD basis", "lumo_ha": 0.116, "homo_ev": -3.873, "orbital_gap_ev": 7.041, "total_charge": -2, "energy_ha": -6699.037902, "symbols": ["Y", "S", "C", "C", "C", "C", "N", "C", "C", "C", "S", "C", "N", "H", "H", "O", "P", "O", "O", "O", "P", "O", "O", "O", "H", "H", "Br", "C", "C", "C", "C", "C", "C", "I", "H", "H", "H", "H", "O", "S", "O", "O", "C", "N", "C", "C", "C", "N", "C", "C", "C", "N", "C", "C", "H", "H", "H", "H", "H", "H"], "positions_angstrom": [[0.175, -0.599, -0.114], [-2.551, -0.356, -0.104], [-3.116, -0.632, -1.730], [-4.488, -0.495, -1.976], [-5.038, -0.698, -3.231], [-6.454, -0.553, -3.420], [-7.589, -0.439, -3.570], [-4.201, -1.049, -4.301], [-2.840, -1.184, -4.071], [-2.276, -0.986, -2.811], [-0.545, -1.226, -2.658], [-4.723, -1.273, -5.617], [-5.120, -1.460, -6.681], [-5.135, -0.224, -1.153], [-2.192, -1.455, -4.894], [2.431, -0.247, 2.102], [3.240, -0.816, 0.812], [4.666, -0.488, 0.884], [2.352, -0.335, -0.332], [3.017, -2.417, 0.948], [1.619, -3.235, 0.769], [1.384, -3.151, -0.829], [1.776, -4.595, 1.280], [0.503, -2.294, 1.217], [2.897, -0.512, 2.902], [1.793, -3.853, -1.343], [-1.430, 4.882, -1.754], [0.441, 4.784, -1.491], [1.089, 5.920, -1.020], [2.454, 5.890, -0.790], [3.173, 4.728, -1.032], [2.521, 3.600, -1.503], [1.146, 3.614, -1.733], [0.274, 1.822, -2.413], [0.515, 6.816, -0.829], [2.952, 6.776, -0.417], [4.239, 4.692, -0.851], [3.076, 2.687, -1.686], [-2.781, 4.607, 7.019], [-1.665, 5.281, 7.647], [-1.817, 6.717, 7.792], [-1.113, 4.604, 8.809], [-0.296, 5.119, 6.450], [0.819, 5.802, 6.731], [1.834, 5.636, 5.902], [1.775, 4.810, 4.790], [0.568, 4.164, 4.574], [-0.460, 4.317, 5.405], [0.360, 3.239, 3.426], [-0.702, 2.339, 3.436], [-0.850, 1.463, 2.378], [-0.016, 1.429, 1.329], [0.999, 2.296, 1.326], [1.211, 3.220, 2.327], [2.744, 6.182, 6.135], [2.635, 4.675, 4.150], [-1.398, 2.342, 4.263], [-1.679, 0.765, 2.354], [1.679, 2.230, 0.492], [2.043, 3.903, 2.237]], "mulliken_charge": [0.974, -0.503, 0.533, -0.813, 0.454, -0.079, -0.576, 0.508, -0.910, 0.502, -0.385, -0.063, -0.576, 0.504, 0.479, -0.357, 0.734, -0.721, -0.395, -0.268, 0.644, -0.370, -0.689, -0.600, 0.245, 0.260, -0.165, 0.295, -0.429, -0.543, -0.678, -0.372, -0.117, 0.447, 0.402, 0.380, 0.407, 0.490, -0.671, 1.189, -0.692, -0.693, 0.115, -0.504, -0.323, -0.638, 0.203, -0.368, 1.413, -0.766, -0.434, 0.227, -0.676, -0.966, 0.398, 0.380, 0.637, 0.337, 0.925, 0.257]}

Record 3
{"formula": "C4H8O3", "method": "the ωB97M-V functional and the def2-TZVPD basis", "lumo_ha": 0.030, "homo_ev": -10.552, "smiles": "COC(=O)CCO", "orbital_gap_ev": 11.378, "energy_ha": -382.901858, "symbols": ["C", "O", "C", "O", "C", "C", "O", "H", "H", "H", "H", "H", "H", "H", "H"], "positions_angstrom": [[-2.732, -0.082, -0.020], [-1.478, 0.391, 0.369], [-0.484, 0.471, -0.524], [-0.631, 0.842, -1.667], [0.624, -0.152, 0.375], [2.006, 0.082, -0.115], [2.926, -0.500, 0.780], [-2.641, -0.952, -0.684], [-3.155, -0.387, 0.935], [-3.293, 0.717, -0.495], [0.487, 0.228, 1.401], [0.381, -1.227, 0.472], [2.063, -0.347, -1.122], [2.122, 1.172, -0.178], [3.806, -0.255, 0.473]], "mulliken_charge": [-0.651, -0.284, 0.544, -0.575, -0.443, -0.405, -0.507, 0.310, 0.234, 0.266, 0.332, 0.320, 0.271, 0.275, 0.314]}

Record 4
{"formula": "C2H7NO", "method": "the ωB97M-V functional and the def2-TZVPD basis", "lumo_ha": 0.039, "homo_ev": -9.356, "smiles": "NCCO", "orbital_gap_ev": 10.410, "energy_ha": -210.363637, "symbols": ["C", "O", "C", "N", "H", "H", "H", "H", "H", "H", "H"], "positions_angstrom": [[-0.635, -0.542, 0.439], [-1.500, 0.381, 1.161], [0.211, 0.492, -0.303], [1.298, -0.167, -1.043], [0.032, -1.219, 1.072], [-1.188, -1.278, -0.228], [-2.054, -0.020, 1.792], [-0.403, 1.060, -1.013], [0.600, 1.199, 0.425], [2.156, -0.214, -0.455], [1.483, 0.309, -1.847]], "mulliken_charge": [-0.260, -0.486, -0.438, -0.563, 0.227, 0.242, 0.271, 0.329, 0.243, 0.226, 0.210]}

Record 5
{"formula": "C24H43Cl2N4O5SiSm", "method": "the ωB97M-V functional and the def2-TZVPD basis", "lumo_ha": [-0.015, -0.001], "homo_ev": [-3.661, -3.663], "orbital_gap_ev": [3.245, 3.636], "energy_ha": -3403.444564, "multiplicity": 6, "symbols": ["C", "C", "H", "H", "H", "C", "C", "H", "H", "H", "H", "Sm", "Cl", "C", "O", "N", "C", "C", "H", "H", "H", "H", "H", "H", "H", "H", "H", "C", "C", "N", "H", "C", "O", "H", "H", "H", "H", "H", "H", "C", "C", "N", "H", "C", "O", "H", "H", "H", "H", "O", "C", "C", "C", "H", "C", "H", "C", "H", "C", "C", "H", "H", "H", "Si", "Cl", "C", "C", "C", "H", "H", "H", "H", "H", "H", "H", "H", "H", "O", "C", "N"], "positions_angstrom": [[-2.038, -0.465, -5.577], [-1.234, -1.382, -4.656], [-1.367, 0.142, -6.214], [-2.687, 0.202, -4.991], [-2.694, -1.034, -6.264], [-0.632, -2.512, -5.206], [-0.306, -2.673, -6.634], [-0.505, -3.397, -4.596], [0.415, -1.912, -6.982], [-1.153, -2.649, -7.343], [0.158, -3.660, -6.757], [0.306, 1.191, 1.046], [-2.120, 1.741, 1.981], [-0.621, -1.789, 1.837], [-0.036, -1.142, 0.910], [-0.113, -2.887, 2.381], [1.231, -3.324, 2.022], [-0.919, -3.750, 3.243], [-1.570, -1.409, 2.246], [1.840, -2.453, 1.773], [1.200, -3.989, 1.147], [1.656, -3.852, 2.876], [-1.797, -3.188, 3.591], [-0.318, -4.078, 4.099], [-1.272, -4.644, 2.697], [1.254, 3.390, 5.377], [-1.054, 3.896, 5.417], [1.443, 3.720, 4.349], [-0.901, 4.566, 4.569], [0.157, 4.039, 3.716], [1.949, 2.931, 3.790], [0.051, 4.154, 2.395], [0.716, 3.463, 1.555], [-1.820, 4.640, 3.982], [-0.708, 4.876, 2.031], [2.085, 4.616, 4.388], [-0.621, 5.562, 4.930], [1.380, 0.910, -3.230], [2.431, -2.416, -3.739], [2.399, 0.496, -3.200], [3.093, -1.897, -3.029], [2.441, -0.736, -2.412], [3.071, 1.247, -2.756], [2.316, -0.661, -1.069], [2.120, 0.401, -0.423], [3.393, -2.612, -2.253], [2.399, -1.636, -0.555], [2.730, 0.250, -4.213], [3.983, -1.568, -3.582], [-0.556, -0.595, -3.551], [-1.628, -1.405, -3.111], [-0.067, -3.111, -2.121], [-1.376, -2.613, -2.272], [0.728, -2.585, -2.672], [0.221, -4.157, -1.246], [-2.500, -0.805, -2.837], [-2.397, -3.308, -1.564], [1.269, -4.483, -1.119], [-0.793, -4.795, -0.520], [-2.114, -4.347, -0.676], [-3.433, -2.983, -1.675], [-0.565, -5.617, 0.161], [-2.900, -4.827, -0.088], [-0.244, 3.483, -2.408], [-0.696, 1.418, -1.337], [1.107, 4.455, -1.555], [-1.800, 4.383, -1.904], [0.035, 3.391, -4.232], [1.076, 4.471, -0.453], [1.000, 5.489, -1.918], [2.117, 4.125, -1.857], [0.919, 2.802, -4.502], [0.202, 4.429, -4.575], [-0.859, 3.018, -4.756], [-1.919, 4.365, -0.810], [-2.689, 3.948, -2.378], [-1.733, 5.434, -2.223], [-0.689, 0.500, 5.321], [-0.049, 0.567, 4.318], [0.602, 0.635, 3.299]], "mulliken_charge": [-1.736, 1.530, 0.252, 0.396, 0.329, -0.571, -1.526, 0.281, 0.230, 0.283, 0.373, 0.801, -0.491, -0.073, -0.024, 0.328, -0.899, -0.891, 0.503, 0.187, 0.169, 0.456, 0.324, 0.327, 0.284, 0.351, 0.312, -0.998, -0.972, 0.416, 0.306, -0.132, -0.548, 0.337, 0.380, 0.321, 0.371, -0.182, 0.318, -0.846, -1.039, 0.480, 0.373, 0.284, -0.737, 0.350, 0.169, 0.451, 0.429, -0.075, -1.120, 0.218, 0.253, 0.437, -0.943, 0.520, -0.652, 0.394, -0.585, -0.629, 0.387, 0.516, 0.396, 0.675, -0.106, -0.781, -0.996, -1.003, 0.072, 0.361, 0.281, 0.324, 0.390, 0.342, 0.218, 0.308, 0.359, -0.635, 0.727, -0.687]}

Record 6
{"formula": "C2H4ClNSi", "method": "the ωB97M-V functional and the def2-TZVPD basis", "lumo_ha": [-0.007, -0.007], "homo_ev": [-9.579, -9.581], "smiles": "N=[SiH2].C#CCl", "orbital_gap_ev": [9.387, 9.388], "energy_ha": -882.885651, "symbols": ["C", "C", "N", "Si", "Cl", "H", "H", "H", "H"], "positions_angstrom": [[-1.647, 1.478, 0.622], [-1.746, 0.293, 0.432], [1.663, -1.751, -0.507], [1.520, -0.115, -0.288], [-1.731, -1.345, 0.059], [-1.841, 2.473, 0.797], [1.349, -2.334, -1.357], [0.727, 0.929, -0.856], [1.706, 0.372, 1.097]], "mulliken_charge": [-0.003, -0.269, -0.506, 0.412, -0.089, 0.370, 0.230, -0.092, -0.051]}

Record 7
{"formula": "C2H4N2O2", "method": "the ωB97M-V functional and the def2-TZVPD basis", "lumo_ha": 0.031, "homo_ev": -10.025, "smiles": "NC(=O)/N=C/O", "orbital_gap_ev": 10.880, "energy_ha": -338.630502, "symbols": ["N", "C", "O", "N", "C", "O", "H", "H", "H", "H"], "positions_angstrom": [[1.994, -0.094, 0.029], [0.734, -0.341, 0.477], [0.478, -0.938, 1.509], [-0.212, 0.179, -0.440], [-1.439, 0.010, -0.158], [-2.364, 0.477, -0.987], [2.770, -0.281, 0.641], [2.125, 0.514, -0.765], [-1.839, 0.879, -1.704], [-1.841, -0.496, 0.719]], "mulliken_charge": [-0.345, 0.489, -0.602, -0.470, 0.181, -0.475, 0.246, 0.234, 0.368, 0.375]}

Record 8
{"formula": "C4H7NO", "method": "the ωB97M-V functional and the def2-TZVPD basis", "lumo_ha": 0.038, "homo_ev": -9.496, "smiles": "C[C@H]1COC=N1", "orbital_gap_ev": 10.533, "energy_ha": -286.565122, "symbols": ["C", "C", "C", "O", "C", "N", "H", "H", "H", "H", "H", "H", "H"], "positions_angstrom": [[0.939, -0.785, 0.701], [-0.172, -0.661, -0.401], [-1.310, 0.226, 0.131], [-0.678, 1.526, -0.017], [0.275, 1.342, -0.978], [0.445, 0.181, -1.456], [1.968, -0.733, 0.305], [0.817, -1.733, 1.212], [0.959, -0.007, 1.500], [-0.506, -1.619, -0.824], [-1.461, 0.053, 1.196], [-2.297, 0.214, -0.374], [1.038, 2.112, -1.014]], "mulliken_charge": [-1.355, 0.340, -0.536, -0.344, 0.020, -0.546, 0.381, 0.358, 0.325, 0.404, 0.295, 0.291, 0.367]}

What are the energy relative to the best compared isomer or geometry (same formula, charge and spin) values for these records? In order: 37.0, 22.1, 39.5, 22.0, 0.0, 62.6, 14.2, 41.7 kcal per mole.